14
Properties=species:S:1:pos:R:3:forces:R:3:nbo_charge:R:1 method="wB97M-V/def2-TZVPD" de_lowest_kcal_mol=127.9 lumo_energy_ha=-0.0001 e_homo_ha=-0.28845
C 1.028 -0.623 1.047 -1.47 0.51 0.12 -0.593
C 0.489 -0.326 -0.348 2.32 -0.50 1.86 0.053
C 2.145 -0.926 1.764 -0.75 0.02 -2.34 0.561
C -1.043 1.302 -1.383 -0.11 0.12 -0.39 -0.361
C -1.649 -0.026 -1.600 -0.08 0.23 -0.27 -0.375
C -0.844 0.214 -0.327 0.14 -0.40 0.81 -0.399
N 3.072 -1.377 2.378 -0.41 -0.12 -0.03 -0.618
H 0.228 -0.571 1.805 0.11 0.03 0.12 0.218
H -0.179 1.575 -1.968 0.07 -0.09 0.04 0.234
H -1.667 2.134 -1.091 -0.07 -0.08 0.10 0.220
H -2.718 -0.133 -1.488 -0.01 0.01 0.15 0.220
H -1.196 -0.677 -2.331 0.07 -0.01 0.04 0.234
H -1.423 0.343 0.598 0.14 -0.03 -0.23 0.193
H 3.758 -0.911 2.944 0.06 0.31 0.02 0.412

14
Properties=species:S:1:pos:R:3:forces:R:3:nbo_charge:R:1 method="wB97M-V/def2-TZVPD" de_lowest_kcal_mol=200.2 lumo_energy_ha="-0.0224 / -0.0224" e_homo_ha="-0.31368 / -0.31371"
C 1.188 -1.551 -0.302 -0.01 0.77 -0.59 -0.100
C 1.794 0.692 0.160 -0.23 0.03 0.12 -0.065
C 0.970 0.667 -0.939 0.58 -1.01 -1.27 0.075
C -0.199 -1.225 0.174 0.04 0.10 0.31 -0.554
C -0.260 0.283 -0.048 -0.80 -0.65 0.04 0.087
C -1.613 0.878 -0.320 0.17 0.04 0.07 -0.623
N 0.637 1.043 0.744 0.09 0.55 1.28 -0.296
H 1.901 -1.613 0.539 -0.02 0.12 0.09 0.112
H 2.800 0.914 0.435 0.35 -0.02 0.12 0.245
H -0.932 -1.683 -0.492 0.00 0.01 -0.03 0.229
H -0.449 -1.474 1.213 -0.07 0.05 -0.11 0.204
H -2.319 0.554 0.442 -0.07 0.00 0.03 0.222
H -1.970 0.550 -1.293 -0.02 -0.04 -0.03 0.233
H -1.548 1.963 -0.313 -0.03 0.06 -0.04 0.232

14
Properties=species:S:1:pos:R:3:forces:R:3:nbo_charge:R:1 method="wB97M-V/def2-TZVPD" de_lowest_kcal_mol=66.1 lumo_energy_ha=0.0290 e_homo_ha=-0.36927
C 0.596 1.392 1.766 -0.06 -0.38 -0.32 -0.196
C 0.478 0.302 1.264 0.05 0.50 0.15 -0.049
C 0.340 -0.617 0.123 0.04 0.03 0.03 -0.271
C -0.761 -1.675 0.261 -0.04 -0.01 0.04 -0.594
C 0.071 0.304 -1.131 -0.05 0.01 -0.13 -0.502
C 0.276 1.736 -0.889 0.11 1.02 -0.09 0.314
N 0.412 2.866 -0.681 -0.14 -1.09 -0.55 -0.344
H 0.674 2.458 1.860 0.03 -0.36 0.68 0.256
H 1.294 -1.136 -0.037 -0.13 0.16 0.06 0.232
H -1.731 -1.203 0.448 0.14 -0.03 -0.03 0.215
H -0.839 -2.276 -0.653 0.05 0.14 0.14 0.211
H -0.549 -2.353 1.092 0.00 0.12 -0.11 0.225
H 0.709 0.015 -1.971 -0.11 -0.07 0.09 0.254
H -0.970 0.186 -1.453 0.11 -0.04 0.03 0.250

14
Properties=species:S:1:pos:R:3:forces:R:3:nbo_charge:R:1 method="wB97M-V/def2-TZVPD" de_lowest_kcal_mol=80.3 lumo_energy_ha=0.0287 e_homo_ha=-0.39101
C 0.121 -2.488 -0.031 0.30 1.32 0.17 -0.174
C 0.233 -1.307 0.032 -1.23 -0.09 -0.08 -0.033
C 0.070 0.115 -0.034 4.52 1.21 2.29 -0.121
C -0.536 0.716 1.270 3.29 1.54 -0.71 -0.585
C -0.604 0.589 -1.277 -0.29 -0.40 0.41 -0.610
C 1.671 0.536 -0.003 -2.91 -0.31 -0.30 0.264
N 2.789 0.784 0.033 0.30 0.12 0.02 -0.345
H 0.251 -3.487 -0.020 0.08 -2.70 -0.03 0.222
H -1.547 0.412 1.204 -1.13 0.12 0.77 0.217
H -0.305 1.853 1.152 -1.12 -1.85 0.47 0.225
H 0.082 0.367 2.148 -1.20 0.20 -0.77 0.237
H -0.580 -0.309 -1.883 -0.32 0.50 -0.94 0.239
H -0.009 1.417 -1.663 -0.77 0.05 -0.35 0.243
H -1.636 0.802 -0.928 0.49 0.30 -0.95 0.221

14
Properties=species:S:1:pos:R:3:forces:R:3:nbo_charge:R:1 method="wB97M-V/def2-TZVPD" de_lowest_kcal_mol=190.1 lumo_energy_ha=-0.0077 e_homo_ha=-0.30849
C -0.071 0.226 -1.554 0.82 0.57 -1.22 -0.045
C 0.232 -2.445 0.910 0.12 4.45 -0.99 0.145
C -0.466 0.618 -0.349 0.47 -3.07 2.08 0.012
C 0.069 -1.009 0.117 0.57 -0.52 0.15 -0.002
C 1.088 -1.307 1.365 -3.56 -1.14 -1.51 -0.595
C -1.006 1.792 0.368 0.30 0.89 -1.17 -0.665
N 0.511 -1.029 -1.271 -0.56 -2.64 -1.12 -0.644
H 0.120 0.773 -2.513 -0.59 -0.56 0.94 0.213
H 0.590 -0.513 1.907 0.72 0.12 0.68 0.273
H 2.113 -1.506 1.328 1.63 0.20 0.50 0.230
H -1.219 2.472 -0.533 -0.12 -0.38 1.68 0.238
H -1.888 1.564 0.966 -0.25 0.01 -0.45 0.232
H -0.321 2.302 1.078 -0.02 -0.35 -0.68 0.224
H 0.249 -1.938 -1.819 0.46 2.41 1.12 0.385

14
Properties=species:S:1:pos:R:3:forces:R:3:nbo_charge:R:1 method="wB97M-V/def2-TZVPD" de_lowest_kcal_mol=127.9 lumo_energy_ha=0.0039 e_homo_ha=-0.28108
N -0.460 3.219 -1.002 0.08 -0.96 0.31 -0.386
C -0.373 2.113 -0.646 -0.04 0.81 -0.22 0.268
C -0.271 0.787 -0.191 -0.05 0.03 -0.28 -0.454
C 0.918 0.287 0.498 0.09 0.07 -0.04 -0.236
C 0.890 -1.195 0.350 -0.15 -0.06 -0.09 -0.263
C -0.206 -1.558 -0.320 0.13 0.03 0.10 -0.083
C -1.083 -0.390 -0.689 -0.02 -0.03 -0.03 -0.429
H 0.074 0.741 1.352 0.11 -0.05 0.26 0.384
H 1.845 0.860 0.487 -0.15 -0.11 0.01 0.260
H 0.801 0.409 1.970 -0.07 0.04 -0.08 0.039
H 1.661 -1.844 0.748 -0.12 0.09 -0.06 0.231
H -0.465 -2.586 -0.559 0.05 0.16 0.04 0.221
H -1.255 -0.346 -1.773 0.02 -0.01 0.13 0.232
H -2.075 -0.497 -0.225 0.11 0.00 -0.05 0.217

14
Properties=species:S:1:pos:R:3:forces:R:3:nbo_charge:R:1 method="wB97M-V/def2-TZVPD" de_lowest_kcal_mol=91.5 lumo_energy_ha=0.0284 e_homo_ha=-0.35852
C 2.141 -0.501 -0.978 -0.26 -0.20 0.11 -0.269
C 1.420 -0.355 -0.024 1.71 0.46 0.02 -0.007
C 0.231 -0.042 0.711 -0.38 -0.80 -0.65 -0.255
C 0.002 1.512 0.789 -0.27 -0.30 -0.31 -0.614
C -0.603 -1.157 -0.265 -0.68 0.44 0.57 -0.484
C -1.813 -0.492 -0.652 -1.30 0.73 -0.10 0.274
N -2.670 0.237 -0.911 0.36 -0.59 0.04 -0.332
H 2.257 -0.867 -1.970 0.82 0.09 -0.10 0.235
H 0.057 -0.466 1.700 0.62 -0.08 -0.08 0.235
H 0.873 2.056 0.397 -0.30 -0.38 0.00 0.231
H -0.875 1.807 0.213 -0.03 0.00 -0.07 0.241
H -0.153 1.877 1.818 0.02 -0.55 -0.31 0.223
H -0.123 -1.563 -1.183 0.08 0.92 0.81 0.270
H -0.744 -2.045 0.356 -0.38 0.26 0.08 0.253

14
Properties=species:S:1:pos:R:3:forces:R:3:nbo_charge:R:1 method="wB97M-V/def2-TZVPD" de_lowest_kcal_mol=148.2 lumo_energy_ha=-0.0242 e_homo_ha=-0.38739
C -1.592 -0.634 -0.126 -0.31 -1.04 -0.36 -0.044
C -3.460 0.356 -0.103 3.88 -1.11 0.53 0.212
C -0.244 -0.515 0.032 -2.97 0.49 0.83 -0.084
C 1.068 -1.267 0.055 0.32 -0.71 1.29 -0.411
C 0.926 0.167 0.637 0.07 -0.66 -1.32 -0.225
C 1.475 1.257 -0.233 -0.89 -0.42 0.11 -0.614
N -4.561 0.701 -0.066 0.26 -0.09 -0.11 -0.436
H -2.090 -1.599 -0.341 0.50 1.02 -0.22 0.219
H 1.161 -2.189 0.759 -0.26 1.85 -1.33 0.245
H 1.761 -1.296 -0.830 -1.26 -0.09 0.71 0.246
H 0.921 0.383 1.664 -0.16 -0.34 1.41 0.235
H 2.481 1.286 -0.510 1.76 -0.88 -0.42 0.215
H 1.333 2.240 0.104 -0.82 1.29 0.96 0.225
H 0.821 1.108 -1.040 -0.11 0.67 -2.08 0.216

14
Properties=species:S:1:pos:R:3:forces:R:3:nbo_charge:R:1 method="wB97M-V/def2-TZVPD" de_lowest_kcal_mol=130.9 lumo_energy_ha="0.0163 / 0.0163" e_homo_ha="-0.28181 / -0.28187"
C 2.557 0.769 -0.497 -1.89 -2.64 1.56 -0.213
C 1.861 -0.033 0.097 2.11 2.55 -0.67 -0.048
C -0.803 -1.326 -0.458 0.17 -2.88 0.15 0.199
C -1.382 0.008 -0.475 0.43 2.29 1.67 -0.553
C -0.722 1.014 0.523 0.15 -2.44 -0.29 -0.449
C 0.911 -0.622 0.921 -2.74 2.79 -1.62 -0.045
N 0.190 -1.556 0.283 -0.87 -2.92 -0.74 -0.403
H 3.121 1.251 -1.183 1.52 1.36 -1.46 0.218
H -1.368 -2.215 -1.014 1.48 1.94 1.12 0.197
H -1.395 0.342 -1.481 -0.19 0.55 -1.08 0.240
H -2.375 -0.168 -0.133 -1.20 0.12 -0.10 0.228
H -0.142 1.844 0.125 -0.12 -0.23 0.07 0.202
H -1.441 1.249 1.340 0.93 -0.02 -0.42 0.192
H 0.988 -0.556 1.952 0.22 -0.47 1.81 0.235

16
Properties=species:S:1:pos:R:3:forces:R:3:nbo_charge:R:1 method="wB97M-V/def2-TZVPD" total_charge=+1 de_lowest_kcal_mol=37.8 lumo_energy_ha=-0.1703 e_homo_ha=-0.48980
H -3.750 0.066 -0.373 1.73 -1.50 0.12 0.399
N -3.028 -0.728 -0.265 -2.31 1.53 -0.10 -0.578
C -1.841 -0.440 -0.161 -0.74 1.08 -0.92 0.551
C -0.732 -1.346 0.067 -0.54 -1.95 -0.51 -0.523
C 0.416 -0.489 0.013 -0.04 2.76 -0.08 -0.106
N 1.631 -0.895 0.355 -1.70 1.18 -1.03 -0.144
C 2.661 -1.286 0.557 2.06 -0.99 0.54 0.362
C 0.015 0.842 -0.197 1.89 -2.23 1.57 0.539
C 0.868 2.070 -0.179 0.54 -2.59 1.63 -0.674
O -1.285 0.881 -0.241 -1.04 1.28 -0.56 -0.433
H -1.006 -1.725 1.021 0.46 -0.93 1.16 0.271
H -0.714 -2.158 -0.664 -0.16 -0.05 0.13 0.272
H 3.595 -1.759 0.523 1.03 -0.31 0.22 0.284
H 1.727 1.864 -0.801 0.31 0.34 -0.11 0.252
H 1.177 2.295 0.878 -0.23 -0.21 -0.96 0.270
H 0.265 2.808 -0.532 -1.26 2.59 -1.11 0.258

Electronic energy (eV)
-7820.103, -7816.967, -7822.781, -7822.167, -7817.403, -7820.102, -7821.681, -7819.222, -7819.971, -11353.379